Here is a cluster of 2 separate species, C4H10NOS in total from OMol25. Energies are from ωB97M-V/def2-TZVPD.

Each line ends with the natural charge from an NBO analysis.
Atoms and positions in Å:
C  -1.256  1.146  -0.616  -0.21
C  -2.087  0.395  0.413  -0.51
C  0.097  -0.858  -0.336  0.30
C  0.937  -1.906  -0.895  -0.70
N  0.084  0.392  -0.747  -0.50
O  1.326  0.420  1.645  -0.98
S  -1.364  -1.319  0.485  0.39
H  -1.876  1.253  -1.486  0.24
H  -0.941  2.089  -0.207  0.23
H  -1.994  0.911  1.311  0.24
H  -3.041  0.219  -0.012  0.26
H  1.551  -2.372  -0.024  0.29
H  1.573  -1.526  -1.764  0.26
H  0.325  -2.663  -1.159  0.27
H  0.948  0.676  -1.160  0.43
H  0.617  0.996  2.095  0.48
H  2.197  0.637  2.080  0.50

Summary:
Net charge: +1
HOMO energy (spin up / spin down): -14.005 / -14.005 eV
Lowest unoccupied orbital energy (spin up / spin down): -4.02 / -4.02 eV
Relative energy (zero: lowest compared OMol25 entry of this formula, charge and spin): 137.8 kJ/mol

---

Here is a cluster of 5 separate species, C29H43N5O9 in total from OMol25. Energies are from ωB97M-V/def2-TZVPD.

Each line ends with the Mulliken charge.
Atoms and positions in Å:
H  -2.655  0.784  -4.751  0.29
N  -3.296  0.056  -5.144  -0.76
C  -3.373  -1.044  -4.315  0.44
C  -4.300  -2.327  -4.744  -0.52
C  -2.487  -1.070  -2.924  -0.54
C  -3.268  -1.706  -1.630  0.39
C  -2.088  -2.120  -0.526  0.07
N  -1.236  -2.284  0.432  -0.59
C  -4.389  -0.724  -0.942  1.40
C  -4.953  -1.539  0.405  -0.05
N  -5.187  -2.204  1.518  -0.55
N  -5.610  -0.453  -1.795  -0.57
C  -6.678  -0.014  -1.017  0.72
O  -7.500  0.642  -0.163  -0.45
C  -3.629  0.673  -0.420  0.06
C  -3.612  1.911  -1.489  -0.47
C  -2.816  3.297  -0.996  -0.51
C  -2.152  3.273  0.535  -0.36
C  -2.326  1.878  1.377  -0.21
N  -3.040  0.624  0.959  -0.26
H  -4.332  -3.202  -3.968  -0.14
H  -3.828  -2.763  -5.748  0.34
H  -5.376  -1.937  -4.997  0.24
H  -1.564  -1.794  -3.147  0.40
H  -1.994  -0.008  -2.721  0.25
H  -3.813  -2.705  -1.911  -0.09
H  -4.082  1.870  -2.564  0.39
H  -2.719  4.261  -1.693  0.28
H  -1.556  4.163  1.011  0.33
H  -1.823  1.862  2.460  0.46
C  2.856  0.285  3.881  -0.71
C  2.279  1.303  4.845  -0.43
O  1.051  1.855  4.334  -0.32
C  -0.169  1.303  4.513  0.84
C  -0.258  -0.113  5.000  -1.03
O  -1.185  1.925  4.207  -0.74
H  2.184  -0.567  3.748  0.41
H  3.819  -0.087  4.245  0.32
H  3.001  0.732  2.893  0.04
H  2.143  0.901  5.852  0.35
H  2.978  2.141  4.940  0.30
H  -0.279  -0.789  4.142  0.25
H  -1.186  -0.226  5.570  0.33
H  0.548  -0.395  5.675  0.37
C  -4.152  -8.645  -3.219  -0.96
C  -4.169  -7.536  -4.252  -0.38
O  -4.922  -6.404  -3.777  -0.35
C  -4.413  -5.408  -3.020  0.84
C  -3.078  -5.608  -2.364  -0.73
O  -5.068  -4.389  -2.809  -0.63
H  -3.656  -8.328  -2.297  0.28
H  -3.630  -9.525  -3.607  0.36
H  -5.172  -8.931  -2.948  0.30
H  -3.165  -7.237  -4.568  0.34
H  -4.682  -7.892  -5.152  0.31
H  -3.224  -6.041  -1.372  0.31
H  -2.592  -4.632  -2.263  0.05
H  -2.395  -6.227  -2.944  0.35
C  2.925  4.230  1.953  -0.64
C  2.524  3.322  0.807  -0.20
O  1.572  3.973  -0.054  -0.37
C  1.899  4.783  -1.085  0.75
C  3.304  5.299  -1.181  -0.86
O  1.040  5.152  -1.884  -0.59
H  3.423  5.135  1.593  0.34
H  3.602  3.711  2.637  0.01
H  2.041  4.556  2.510  0.28
H  3.384  2.955  0.239  0.26
H  2.021  2.437  1.211  0.21
H  3.376  6.250  -0.649  0.25
H  3.543  5.459  -2.238  0.31
H  4.052  4.604  -0.804  0.22
C  8.346  0.939  0.984  -1.11
C  6.997  1.607  0.797  -0.36
O  6.219  1.538  2.006  -0.27
C  6.289  2.434  3.015  0.86
C  7.443  3.393  3.051  -1.21
O  5.466  2.411  3.927  -0.54
H  8.942  1.446  1.747  0.28
H  8.909  0.941  0.047  0.37
H  8.218  -0.095  1.317  0.31
H  7.082  2.637  0.440  0.33
H  6.431  1.062  0.033  0.35
H  8.260  2.953  3.628  0.30
H  7.112  4.315  3.540  0.31
H  7.799  3.685  2.064  0.38

Summary:
HOMO energy: -8.566 eV
Lowest unoccupied orbital energy: -0.49 eV
SMILES string: [H]/N=C(/C)C[C@@H](C#N)[C@](C#N)(N=C=O)c1ccccn1.CCOC(C)=O.CCOC(C)=O.CCOC(C)=O.CCOC(C)=O

---

Here is the molecule C6H13NS from OMol25. Energies are from ωB97M-V/def2-TZVPD.

Each line ends with the natural charge from an NBO analysis.
Atoms and positions in Å:
C  -1.486  1.767  -1.485  -0.61
C  -0.982  1.069  -0.198  -0.22
C  -1.474  -0.205  0.367  -0.41
C  -0.113  -0.146  -0.274  -0.08
C  0.069  -0.786  -1.656  -0.21
N  0.271  -2.242  -1.545  -0.84
C  1.166  -0.219  0.552  -0.52
S  1.184  0.480  2.202  -0.02
H  -2.159  1.122  -2.060  0.20
H  -2.032  2.650  -1.186  0.22
H  -0.612  1.977  -2.154  0.21
H  -0.633  1.829  0.452  0.22
H  -2.283  -0.717  -0.099  0.22
H  -1.507  -0.269  1.439  0.21
H  -0.911  -0.644  -2.227  0.20
H  0.864  -0.277  -2.241  0.17
H  1.188  -2.422  -1.087  0.35
H  0.313  -2.702  -2.458  0.36
H  1.968  0.307  -0.032  0.22
H  1.464  -1.231  0.616  0.21
H  0.419  -0.482  2.787  0.12

Summary:
HOMO energy: -9.101 eV
Lowest unoccupied orbital energy: 0.90 eV
Relative energy (zero: lowest compared OMol25 entry of this formula, charge and spin): 109.6 kJ/mol
SMILES string: C[C@H]1C[C@]1(CN)CS

---

Here is a structure of composition C33H28EuN7O4PS from OMol25. Energies are from ωB97M-V/def2-TZVPD.

Each line ends with the Mulliken spin population.
Atoms and positions in Å:
Eu  -1.023  1.309  2.287  6.05
C  3.570  2.280  2.910  0.00
C  2.246  2.414  2.532  0.00
N  1.567  1.401  1.984  0.00
C  2.228  0.250  1.803  0.00
C  3.546  0.121  2.238  0.00
N  4.216  1.123  2.784  0.00
C  1.511  -0.847  1.128  0.00
C  2.195  -1.895  0.559  0.00
C  1.491  -2.924  -0.084  0.00
C  0.111  -2.823  -0.097  0.00
C  -0.519  -1.715  0.455  -0.01
N  0.175  -0.727  1.061  0.00
C  -1.970  -1.559  0.413  0.00
C  -2.815  -2.387  -0.340  0.00
N  -4.129  -2.278  -0.310  0.00
C  -4.647  -1.321  0.472  0.00
C  -3.835  -0.453  1.169  0.00
N  -2.502  -0.557  1.134  0.00
C  2.192  -4.058  -0.725  0.00
C  1.628  -4.744  -1.796  0.00
C  2.327  -5.790  -2.376  0.00
N  3.533  -6.183  -1.971  0.00
C  4.071  -5.528  -0.944  0.00
C  3.449  -4.474  -0.295  0.00
H  4.117  3.111  3.339  0.00
H  1.713  3.342  2.665  0.00
H  4.067  -0.826  2.164  0.00
H  3.276  -1.891  0.552  0.00
H  -0.483  -3.622  -0.516  0.00
H  -2.417  -3.151  -0.997  0.00
H  -5.726  -1.247  0.523  0.00
H  -4.246  0.345  1.773  0.00
H  0.667  -4.456  -2.204  0.00
H  1.903  -6.336  -3.212  0.00
H  5.051  -5.866  -0.624  0.00
H  3.933  -4.017  0.558  0.00
O  -0.374  3.668  2.038  0.00
C  -0.976  3.364  0.997  0.00
O  -2.121  2.782  1.052  -0.01
C  -0.274  3.273  -0.342  0.00
P  -0.809  1.525  -0.781  -0.01
C  0.454  0.792  -1.835  0.00
C  0.059  -0.194  -2.756  0.00
C  1.011  -0.907  -3.465  0.00
C  2.364  -0.656  -3.258  0.00
C  2.765  0.313  -2.344  0.00
C  1.819  1.020  -1.623  0.00
C  -2.165  1.884  -1.953  0.00
C  -3.487  1.590  -1.641  0.00
C  -4.503  1.908  -2.534  0.00
C  -4.199  2.523  -3.738  0.00
C  -2.877  2.818  -4.055  0.00
C  -1.861  2.498  -3.171  0.00
H  0.797  3.418  -0.250  0.00
H  -0.693  3.962  -1.072  0.00
H  -0.996  -0.385  -2.921  0.00
H  0.699  -1.654  -4.185  0.00
H  3.110  -1.213  -3.811  0.00
H  3.820  0.512  -2.196  0.00
H  2.140  1.769  -0.906  0.00
H  -3.726  1.133  -0.695  0.00
H  -5.531  1.678  -2.284  0.00
H  -4.990  2.775  -4.433  0.00
H  -2.640  3.299  -4.997  0.00
H  -0.831  2.715  -3.428  0.00
C  -0.353  3.684  5.085  0.00
O  -0.227  2.361  4.521  0.00
H  -1.124  3.696  5.853  0.00
H  -0.634  4.350  4.281  0.00
H  0.597  4.005  5.509  0.00
H  0.095  1.767  5.202  0.00
O  -0.366  -0.293  3.872  0.00
S  -1.766  -0.374  4.458  0.00
N  -2.676  0.575  3.793  -0.01

Summary:
2S+1: 7
Net charge: +1
HOMO energy (spin up / spin down): -10.994 / -11.004 eV
Lowest unoccupied orbital energy (spin up / spin down): -3.77 / -3.73 eV

---

Repeat the third record exactly.
Here is the molecule C6H13NS from OMol25. Energies are from ωB97M-V/def2-TZVPD.

Each line ends with the natural charge from an NBO analysis.
Atoms and positions in Å:
C  -1.486  1.767  -1.485  -0.61
C  -0.982  1.069  -0.198  -0.22
C  -1.474  -0.205  0.367  -0.41
C  -0.113  -0.146  -0.274  -0.08
C  0.069  -0.786  -1.656  -0.21
N  0.271  -2.242  -1.545  -0.84
C  1.166  -0.219  0.552  -0.52
S  1.184  0.480  2.202  -0.02
H  -2.159  1.122  -2.060  0.20
H  -2.032  2.650  -1.186  0.22
H  -0.612  1.977  -2.154  0.21
H  -0.633  1.829  0.452  0.22
H  -2.283  -0.717  -0.099  0.22
H  -1.507  -0.269  1.439  0.21
H  -0.911  -0.644  -2.227  0.20
H  0.864  -0.277  -2.241  0.17
H  1.188  -2.422  -1.087  0.35
H  0.313  -2.702  -2.458  0.36
H  1.968  0.307  -0.032  0.22
H  1.464  -1.231  0.616  0.21
H  0.419  -0.482  2.787  0.12

Summary:
HOMO energy: -9.101 eV
Lowest unoccupied orbital energy: 0.90 eV
Relative energy (zero: lowest compared OMol25 entry of this formula, charge and spin): 109.6 kJ/mol
SMILES string: C[C@H]1C[C@]1(CN)CS